Molecular formula: C7H10I2NS
Method: DFT, ωB97M-V with the def2-TZVPD basis set

Last column: Mulliken charge in e.
Positions of all 21 atoms, in Å:
H1 -2.6937 0.3898 0.9717  0.51
H2 2.3057 -0.4337 -0.7271  0.40
H3 -1.0958 1.6510 -0.4342  0.36
C1 0.3157 0.0580 0.0979  0.82
N1 -1.3367 -1.5250 0.7429  -0.18
I1 0.1571 -2.7055 -1.7259  0.29
C2 2.4179 1.6863 0.0574  -0.66
H4 -1.9000 -2.3767 0.7813  0.39
H5 1.4241 0.7856 -1.5809  0.36
I2 -3.6851 -1.2905 -1.1089  0.16
H6 -0.9594 0.3154 -1.6223  0.50
S1 1.1906 2.3701 1.3708  0.09
C3 0.1474 1.0974 1.4425  -0.48
C4 1.6326 0.4635 -0.5378  -0.95
H7 0.5858 -2.0751 0.8290  0.58
H8 -1.1138 -1.1500 1.7861  0.47
C5 -1.0304 0.4774 -0.5524  -0.86
H9 3.2920 1.7534 0.6249  0.43
H10 2.5894 2.4469 -0.6945  0.36
C6 -2.1856 -0.2952 0.2132  -0.54
C7 -0.0581 -1.6430 0.0662  -1.04

## Properties
Total charge: +1
Calculated total energy (hartree): -1320.632557
Energy above the lowest of the compared OMol25 structures with the same formula, charge and spin (kcal/mol): 71.8
Frontier orbital gap (eV): 8.75
LUMO level (eV): -3.68